(1)
Entry from the OMol25 dataset: 2 unconnected molecules or ions with the total composition C4H5NO (the ωB97M-V functional and the def2-TZVPD basis).

Computed properties:
- Spin multiplicity: 1
- Orbital gap (alpha / beta): 8.0342 / 8.0379 eV
- Maximum force: 6.3 eV/A
- Energy: -7759.981 eV
- Energy above the lowest of the compared OMol25 structures with the same formula, charge and spin: 150.9 kcal/mol
- Total charge: 0

The geometry in XYZ format:
```
11
Properties=species:S:1:pos:R:3:forces:R:3
C -2.4877 0.0208 -0.3384 0.0 0.4 -0.7
C 1.3653 -0.6684 -0.4334 -3.0 1.1 -1.1
C 1.4354 0.6046 -0.2492 -5.8 -2.4 -0.4
C -1.3650 0.6132 0.4239 -1.1 -2.2 0.1
N -1.5652 -0.8037 -0.2462 -0.4 -0.5 0.0
O -0.5275 1.3903 -0.1867 3.7 0.6 -0.6
H -3.3477 0.1202 -1.0180 0.2 0.1 0.7
H 2.2468 -1.1526 -0.3374 2.8 -1.9 0.1
H 0.4317 -1.1908 -0.8071 1.3 0.7 1.1
H 1.8727 1.4794 -0.1065 2.0 3.4 0.8
H -1.4129 0.4439 1.4960 0.3 0.6 0.1
```
Forces are in eV/Å.

Results of the Mulliken charge analysis, in e, for atoms 1 through 8: C -0.195; C -0.712; C 0.006; C 0.122; N -0.493; O -0.618; H 0.313; H 0.338

=====

(2)
Entry from the OMol25 dataset: C4H5NO in the gas phase (the ωB97M-V functional and the def2-TZVPD basis).

Computed properties:
- SMILES: C[C@H]1O[C@H]1C#N
- Spin multiplicity: 1
- Orbital gap: 12.0435 eV
- Maximum force: 1.1 eV/A
- Energy: -7764.863 eV
- Energy above the lowest of the compared OMol25 structures with the same formula, charge and spin: 38.4 kcal/mol
- Total charge: 0

The geometry in XYZ format:
```
11
Properties=species:S:1:pos:R:3:forces:R:3
C 0.8286 1.1025 -0.0085 -0.1 0.0 0.0
C -0.0961 0.1945 0.7443 -0.2 0.4 0.4
C -0.8314 -0.9202 0.1711 0.6 -0.7 -0.3
O -1.5039 0.2968 0.4060 0.6 0.0 -0.2
C -0.4018 -1.3366 -1.1594 -1.0 0.0 -0.4
N -0.1246 -1.7194 -2.2069 0.2 0.1 0.2
H 1.8756 0.8401 0.1647 -0.1 -0.1 0.0
H 0.6189 1.0911 -1.0779 0.0 0.0 0.0
H 0.6746 2.1151 0.3706 0.0 0.0 -0.1
H 0.1115 0.0829 1.7951 -0.1 0.2 0.4
H -1.1516 -1.7467 0.8008 0.1 0.0 -0.1
```
Forces are in eV/Å.

Results of the Mulliken charge analysis, in e, for atoms 1 through 8: C -1.240; C 0.149; C 0.068; O -0.414; C 0.033; N -0.364; H 0.319; H 0.372

=====

(3)
Entry from the OMol25 dataset: a molecular structure, C4H5NO (the ωB97M-V functional and the def2-TZVPD basis).

Computed properties:
- Spin multiplicity: 1
- Orbital gap: 9.3825 eV
- Maximum force: 0.6 eV/A
- Energy: -7760.546 eV
- Energy above the lowest of the compared OMol25 structures with the same formula, charge and spin: 137.9 kcal/mol
- Total charge: 0

The geometry in XYZ format:
```
11
Properties=species:S:1:pos:R:3:forces:R:3
O 1.1512 -1.3351 -0.3316 -0.1 0.0 -0.1
C 0.7447 -0.2612 0.3021 0.4 0.2 0.0
C 0.6621 0.9355 -0.4937 0.2 0.1 0.1
C -0.5937 0.0254 -0.7880 -0.6 0.2 0.0
C -1.2160 -0.2977 0.3971 -0.2 -0.1 -0.2
N -0.2170 -0.3223 1.4057 0.0 0.1 0.1
H 1.3560 1.0051 -1.3234 -0.1 0.0 0.1
H 0.3916 1.8799 -0.0253 0.0 -0.2 0.0
H 0.1992 -1.1159 -1.1727 0.2 -0.2 0.1
H -2.1261 -0.8865 0.4980 0.1 0.1 0.0
H -0.1632 0.4318 2.0840 0.0 -0.1 -0.1
```
Forces are in eV/Å.

Results of the Mulliken charge analysis, in e, for atoms 1 through 8: O -0.563; C 0.603; C -0.380; C -0.357; C -0.287; N -0.358; H 0.230; H 0.238

=====

(4)
Entry from the OMol25 dataset: a molecular structure, C4H5NO (the ωB97M-V functional and the def2-TZVPD basis).

Computed properties:
- Spin multiplicity: 1
- Orbital gap (alpha / beta): 8.4315 / 8.4329 eV
- Maximum force: 0.6 eV/A
- Energy: -7761.973 eV
- Energy above the lowest of the compared OMol25 structures with the same formula, charge and spin: 105.0 kcal/mol
- Total charge: 0

The geometry in XYZ format:
```
11
Properties=species:S:1:pos:R:3:forces:R:3
N 1.4386 1.2548 -0.0978 0.5 -0.4 0.0
C 1.4885 0.0838 -0.1731 -0.2 0.4 0.1
C 0.7209 -1.1220 -0.1780 -0.2 0.0 0.1
C -0.6700 -0.2895 0.4097 0.3 0.0 0.0
C -0.5201 1.1152 -0.0689 -0.2 0.0 -0.1
O -1.8236 -0.5500 -0.0997 -0.1 0.1 0.0
H 1.0178 -1.8963 0.5296 0.0 0.1 -0.2
H 0.5327 -1.5050 -1.1835 0.1 0.0 0.2
H -0.5364 -0.3846 1.5072 -0.1 0.0 -0.1
H -0.8636 1.9426 0.5508 0.0 -0.2 -0.1
H -0.6161 1.2507 -1.1413 0.0 0.0 0.2
```
Forces are in eV/Å.

Results of the Mulliken charge analysis, in e, for atoms 1 through 8: N -0.498; C 0.424; C -0.610; C 0.281; C -0.420; O -0.656; H 0.303; H 0.289

=====

(5)
Entry from the OMol25 dataset: C4H5NO in the gas phase (the ωB97M-V functional and the def2-TZVPD basis).

Computed properties:
- SMILES: N#C[C@@H]1C[C@@H]1O
- Spin multiplicity: 1
- Orbital gap: 10.9508 eV
- Maximum force: 2.5 eV/A
- Energy: -7764.150 eV
- Energy above the lowest of the compared OMol25 structures with the same formula, charge and spin: 54.8 kcal/mol
- Total charge: 0

The geometry in XYZ format:
```
11
Properties=species:S:1:pos:R:3:forces:R:3
O 1.6666 -0.3388 -0.6146 -0.1 -0.4 -0.2
C 0.7913 -0.4097 0.4597 0.1 0.1 0.2
C 0.0393 0.7993 0.7969 0.3 0.6 -0.1
C -0.7084 -0.4261 0.1670 0.2 1.1 -0.4
C -1.1147 -0.4069 -1.2169 -0.3 0.6 -0.6
N -1.4306 -0.3489 -2.3310 0.4 -0.2 1.0
H 1.1977 -0.1544 -1.4413 0.0 0.0 0.1
H 1.1937 -1.0413 1.2436 -0.1 0.1 -0.1
H -0.2125 0.9170 1.8557 -0.1 0.1 -0.5
H 0.0518 1.6890 0.1972 0.6 0.3 -0.1
H -1.4742 -0.2792 0.8837 -1.1 -2.2 0.5
```
Forces are in eV/Å.

Results of the Mulliken charge analysis, in e, for atoms 1 through 8: O -0.495; C -0.025; C -0.606; C -0.160; C 0.124; N -0.416; H 0.324; H 0.314

=====

(6)
Entry from the OMol25 dataset: C4H5NO in the gas phase (the ωB97M-V functional and the def2-TZVPD basis).

Computed properties:
- SMILES: C=C=C(C)N=O
- Spin multiplicity: 1
- Orbital gap: 8.6930 eV
- Maximum force: 0.6 eV/A
- Energy: -7762.359 eV
- Energy above the lowest of the compared OMol25 structures with the same formula, charge and spin: 96.1 kcal/mol
- Total charge: 0

The geometry in XYZ format:
```
11
Properties=species:S:1:pos:R:3:forces:R:3
C 1.6015 -0.0438 -0.8369 0.0 0.0 0.0
C 0.4099 -0.0702 0.0733 -0.2 0.0 -0.1
N 0.7767 -0.0496 1.5087 -0.5 0.0 0.3
O -0.1341 -0.0569 2.2908 0.6 0.0 -0.2
C -2.1582 0.0721 0.0613 0.2 0.0 -0.1
C -0.8797 -0.0395 -0.1616 -0.1 0.1 0.3
H 2.4984 -0.1750 -0.2230 -0.1 0.0 -0.1
H 1.5785 -0.8334 -1.5930 -0.1 0.1 0.1
H 1.6848 0.9188 -1.3520 0.0 -0.1 0.1
H -2.8081 -0.7892 0.1875 0.1 0.1 -0.2
H -2.5944 1.0638 0.1547 0.0 -0.1 -0.1
```
Forces are in eV/Å.

Results of the Mulliken charge analysis, in e, for atoms 1 through 8: C -1.008; C 0.205; N 0.018; O -0.316; C -0.687; C 0.437; H 0.333; H 0.289

=====

(7)
Entry from the OMol25 dataset: C4H5NO in the gas phase (the ωB97M-V functional and the def2-TZVPD basis).

Computed properties:
- SMILES: N#CCCC=O
- Spin multiplicity: 1
- Orbital gap: 11.1811 eV
- Maximum force: 1.1 eV/A
- Energy: -7765.926 eV
- Energy above the lowest of the compared OMol25 structures with the same formula, charge and spin: 13.8 kcal/mol
- Total charge: 0

The geometry in XYZ format:
```
11
Properties=species:S:1:pos:R:3:forces:R:3
O 1.7237 -1.5321 0.2464 -0.4 0.1 -0.4
C 0.9846 -1.2710 -0.6724 0.2 0.0 0.3
C -0.0179 -0.1402 -0.6378 0.0 0.0 0.0
C -0.2730 0.3323 0.7958 0.0 0.0 0.1
C -1.0823 1.5525 0.8311 -0.5 0.8 0.0
N -1.7214 2.5166 0.8340 0.6 -0.9 0.0
H 1.0195 -1.8574 -1.6131 0.0 0.1 0.1
H -0.9457 -0.4507 -1.1320 0.1 0.0 0.1
H 0.3927 0.6767 -1.2484 -0.1 -0.1 0.1
H 0.6791 0.5095 1.3043 -0.1 0.0 -0.1
H -0.7901 -0.4489 1.3632 0.1 0.1 -0.1
```
Forces are in eV/Å.

Results of the Mulliken charge analysis, in e, for atoms 1 through 8: O -0.467; C 0.013; C -0.548; C -0.338; C 0.165; N -0.395; H 0.343; H 0.339

=====

(8)
Entry from the OMol25 dataset: C4H5NO in the gas phase (the ωB97M-V functional and the def2-TZVPD basis).

Computed properties:
- SMILES: N#CC[C@H]1CO1
- Spin multiplicity: 1
- Orbital gap: 11.8045 eV
- Maximum force: 1.1 eV/A
- Energy: -7764.879 eV
- Energy above the lowest of the compared OMol25 structures with the same formula, charge and spin: 38.0 kcal/mol
- Total charge: 0

The geometry in XYZ format:
```
11
Properties=species:S:1:pos:R:3:forces:R:3
N -1.9123 -2.3843 0.3712 0.2 1.1 -0.1
C -1.5784 -1.2811 0.2815 -0.3 -1.0 0.1
C -1.0207 0.0702 0.2046 0.0 0.0 0.0
C 0.4995 -0.0312 0.2883 -0.1 -0.2 0.0
C 1.3882 0.6714 -0.6355 0.1 0.0 -0.3
O 1.1945 1.1249 0.6990 0.0 0.2 0.1
H -1.4077 0.6649 1.0392 0.1 -0.1 -0.1
H -1.3519 0.5507 -0.7218 0.1 -0.1 0.1
H 0.8531 -0.9599 0.7359 0.0 0.2 0.0
H 2.3678 0.2518 -0.8618 -0.1 0.1 0.1
H 0.9677 1.3226 -1.4006 0.0 -0.1 0.1
```
Forces are in eV/Å.

Results of the Mulliken charge analysis, in e, for atoms 1 through 8: N -0.390; C 0.173; C -0.341; C -0.002; C -0.424; O -0.417; H 0.237; H 0.298

=====

(9)
Entry from the OMol25 dataset: C4H5NO in the gas phase (the ωB97M-V functional and the def2-TZVPD basis).

Computed properties:
- Spin multiplicity: 1
- Orbital gap: 8.9659 eV
- Maximum force: 1.8 eV/A
- Energy: -7762.330 eV
- Energy above the lowest of the compared OMol25 structures with the same formula, charge and spin: 96.8 kcal/mol
- Total charge: 0

The geometry in XYZ format:
```
11
Properties=species:S:1:pos:R:3:forces:R:3
N 3.0528 0.4172 0.3208 -1.3 -0.7 -0.3
C 2.0547 -0.1163 0.0678 1.4 0.6 0.3
C 0.7665 -0.7365 -0.2270 0.0 -0.1 0.0
C -0.3495 0.1382 0.3040 0.4 0.4 0.1
C -2.3916 0.5331 -0.5468 -1.6 -0.8 0.5
O -1.5755 -0.4252 -0.1824 -0.2 0.6 -0.7
H 0.7172 -1.7406 0.1997 0.1 0.1 0.0
H 0.6342 -0.8228 -1.3118 0.1 0.0 0.2
H -0.3791 0.2746 1.3864 0.1 -0.2 0.0
H -2.2347 1.3721 0.1861 0.4 0.2 -0.4
H -0.2949 1.1062 -0.1967 0.6 0.0 0.4
```
Forces are in eV/Å.

Results of the Mulliken charge analysis, in e, for atoms 1 through 8: N -0.377; C 0.210; C -0.350; C -0.571; C -0.237; O -0.109; H 0.290; H 0.248

=====

(10)
Entry from the OMol25 dataset: C4H5NO in the gas phase (the ωB97M-V functional and the def2-TZVPD basis).

Computed properties:
- Spin multiplicity: 1
- Orbital gap: 8.6974 eV
- Maximum force: 2.4 eV/A
- Energy: -7762.173 eV
- Energy above the lowest of the compared OMol25 structures with the same formula, charge and spin: 100.4 kcal/mol
- Total charge: 0

The geometry in XYZ format:
```
11
Properties=species:S:1:pos:R:3:forces:R:3
O -0.9710 1.1507 -1.7596 0.2 0.1 0.1
C -0.4430 0.5707 -0.8339 -0.3 -0.2 -0.2
N 0.6477 0.9539 -0.0969 -0.4 -0.2 -0.2
C 0.9796 -0.0209 0.9375 -0.3 -0.3 -0.1
C -0.0210 -1.1814 0.8483 -0.5 0.3 -0.7
C -0.8570 -0.7664 -0.2393 -1.2 -0.5 -0.8
H 1.1509 1.8178 -0.2717 -0.3 -0.4 0.0
H 0.9502 0.4283 1.9465 -0.1 -0.3 -0.2
H 2.0045 -0.4106 0.8108 -0.3 -0.1 0.0
H -2.0392 -1.0186 -0.3182 1.0 1.3 1.6
H -1.4017 -1.5237 -1.0235 2.3 0.3 0.4
```
Forces are in eV/Å.

Results of the Mulliken charge analysis, in e, for atoms 1 through 8: O -0.631; C 0.402; N -0.120; C -0.229; C -0.545; C 0.134; H 0.202; H 0.302

=====

Question: Which of these has the highest energy?
Answer: number 1